Entry 1:
Formula: C2H4NP
Source: the OMol25 dataset
Level of theory: ωB97M-V/def2-TZVPD

The geometry in XYZ format:
```
8
C2H4NP | the OMol25 dataset | ωB97M-V/def2-TZVPD
C 1.250 0.141 -0.300
C -0.426 0.219 0.137
P -2.061 -0.408 -0.141
N -1.223 0.929 0.787
H 1.466 0.874 -1.108
H 1.270 -0.880 -0.820
H 1.866 0.543 0.538
H -2.141 -1.418 0.905
```

total charge = 0
structure (SMILES) = CC1=[PH]=N1

***

Entry 2:
Formula: C2H4O2
Source: the OMol25 dataset
Level of theory: ωB97M-V/def2-TZVPD

The geometry in XYZ format:
```
8
C2H4O2 | the OMol25 dataset | ωB97M-V/def2-TZVPD
C 1.763 -0.398 3.590
O 2.622 0.040 4.362
H 1.774 -0.199 2.492
H 0.912 -1.004 3.983
C -1.726 0.388 -3.615
O -2.594 0.247 -4.508
H -1.550 -0.430 -2.876
H -1.202 1.355 -3.430
```

total charge = 0
structure (SMILES) = C=O.C=O

***

The records above yield energy above the lowest of the compared OMol25 structures with the same formula, charge and spin values of 145.0, 254.7 kJ/mol, respectively.
The records above yield LUMO values of 0.819, 0.449 eV, respectively.